C4H12O6 | ωB97M-V with the def2-TZVPD basis set

ORCA input file:
```
! RIJCOSX wB97M-V def2-TZVPD def2/J DEFGRID3
* xyz 0 1
O 1.11500 0.09723 0.32413
H -1.14146 1.56243 1.00363
O -1.40513 -1.87814 -0.65147
H -1.79739 -0.52704 -2.09959
C 1.54679 0.82865 -0.74373
H 1.40178 0.62857 -2.86669
H -1.68386 -0.34597 1.67054
C 0.79950 0.42179 -1.97065
C 0.36424 -1.04667 -2.01116
H -1.33580 0.07596 2.97904
H 0.35533 -1.44598 -3.06321
C -1.04533 -1.16403 -1.55001
H 0.93770 -1.41283 3.31851
H 1.02450 0.61946 1.15779
O 2.30074 1.74760 -0.62377
H -0.06141 1.14745 -1.87848
O -0.68347 2.29208 0.52833
O -1.75594 0.47137 2.20110
H -0.75020 2.99263 1.18991
O 0.24581 -1.66934 2.70749
H 1.09469 -1.58667 -1.40781
H 0.47391 -1.80855 1.78609
*
```

Output
E_HOMO (eV): -10.21
SMILES: O=CCCC(=O)O.O.O.O

Atom charges from the Löwdin analysis, given in e for atoms 1 to 2: atom 1 (O): 0.04, atom 2 (H): -0.01


C4H12O6Ti | ωB97M-V with the def2-TZVPD basis set

ORCA input file:
```
! RIJCOSX wB97M-V def2-TZVPD def2/J DEFGRID3
* xyz 0 5
O -1.75898 -14.71756 11.64337
H -0.22308 -13.37613 11.40466
H 0.73468 -15.30710 16.16930
C -1.75272 -18.21785 10.35900
O -2.79549 -16.85816 14.59030
O -3.09521 -18.72273 15.54091
H 0.33163 -17.24384 15.36022
H -1.72490 -17.27315 9.81597
O 0.66913 -16.68522 14.65619
C -2.74420 -18.11925 14.57129
H -1.81734 -19.05416 9.66293
O -2.07323 -18.69853 13.73170
H -1.56805 -12.92438 10.58878
H -2.71085 -14.62396 11.56096
H -1.62798 -12.70592 12.37136
O -0.52475 -18.27294 11.05509
C -1.30228 -13.35150 11.55574
Ti -0.93263 -16.66367 12.91890
C 1.36197 -15.60892 15.33054
H 1.44621 -14.77703 14.63128
H 0.09497 -18.58421 10.39128
H -2.68455 -18.15294 10.92076
H 2.32926 -15.89219 15.74551
*
```

Output
E_HOMO (spin up / spin down) (eV): -4.41 / -9.79
Expectation value of S²: 6.0088

Atom charges from the Löwdin analysis, given in e for atoms 1 to 2: atom 1 (O): -0.21, atom 2 (H): 0.07


C4H12OP | ωB97M-V with the def2-TZVPD basis set

ORCA input file:
```
! RIJCOSX wB97M-V def2-TZVPD def2/J DEFGRID3
* xyz 1 1
O 1.69389 -0.90367 -0.45453
H 0.93782 -2.26295 0.90950
H -0.80779 -0.16152 1.13922
P 0.91328 0.50046 -0.50441
H 0.27831 -2.40473 -0.73930
C 2.36437 1.60038 -0.29632
C -0.02322 0.59130 1.09719
H -3.82808 -0.62558 -1.37149
C -4.14923 0.16731 -0.72567
H 0.67834 0.43564 1.92014
H 2.83239 1.38645 0.66442
H 2.05360 2.64023 -0.33391
H -4.13309 1.17871 -1.08520
C 1.17122 -2.18310 -0.15411
H 3.08153 1.41215 -1.09240
H -0.47642 1.57337 1.18677
H -4.53841 -0.04551 0.24791
H 1.95149 -2.89896 -0.40782
*
```

Output
E_HOMO (spin up / spin down) (eV): -14.97 / -11.66

Atom charges from the Löwdin analysis, given in e for atoms 1 to 2: atom 1 (O): -0.34, atom 2 (H): 0.10


Record-wise energy above the lowest of the compared OMol25 structures with the same formula, charge and spin values, in kcal/mol: 4.5; 0.0; 26.3
Record-wise energy values, in a.u.: -611.04929; -1460.33160; -575.81862